Entry 1:
64
Properties=species:S:1:pos:R:3:forces:R:3:lowdin_spin:R:1 method="wB97M-V/def2-TZVPD" spin_multiplicity=6 lumo_ev="-2.652 / -5.235" molar_mass_g_mol=537.49 gap_ha="0.3008 / 0.2098" energy_ha=-3453.2904 total_charge=+1 de_lowest_kcal_mol=35.99
Fe 0.85549 0.57386 0.75454 0.083 -0.739 0.329 3.824
C 4.35773 1.51142 -0.16757 -0.791 -1.014 -0.255 0.001
C 3.42731 1.19846 -1.35343 -0.890 -0.140 0.515 0.001
O 2.43981 0.14002 -0.88936 1.013 2.697 -0.523 0.024
C 2.96656 -1.14502 -1.06869 0.835 -0.538 0.335 0.002
C 1.92514 -2.09728 -0.43555 1.913 -0.423 -0.588 0.001
O 1.59724 -1.66618 0.86680 0.776 -0.302 0.175 0.024
C 2.62667 -1.98688 1.82771 -2.372 -2.326 1.260 0.002
C 2.23875 -1.17800 3.04409 0.530 0.794 -2.909 0.003
O 2.20458 0.12311 2.48413 -0.681 1.316 -0.271 0.034
C 2.85994 1.21928 3.11224 0.520 -0.970 0.942 0.005
C 4.03423 1.65789 2.27311 -0.534 0.627 -0.173 0.001
O 3.51446 1.75124 0.91685 -0.717 -0.120 1.941 0.009
H 4.90737 2.40927 -0.24585 1.193 0.754 -1.079 0.000
H 4.97592 0.64293 -0.01719 0.684 -0.268 0.415 0.000
H 3.88507 0.80259 -2.28706 0.027 0.421 0.812 0.000
H 2.91656 2.16020 -1.56555 -0.407 -0.970 -0.057 0.000
H 4.02187 -1.18021 -0.60283 -1.507 -0.353 -0.750 0.000
H 3.00099 -1.33933 -2.15908 0.350 -0.238 0.489 0.001
H 2.36429 -3.15161 -0.43068 -0.956 1.165 -0.097 0.000
H 1.04659 -1.94341 -1.04312 -0.380 -0.574 0.003 0.000
H 3.61233 -1.78085 1.53196 1.234 0.694 -0.793 0.000
H 2.58221 -3.10052 2.04431 -0.045 1.089 -0.268 0.001
H 3.01324 -1.12010 3.71098 1.662 -0.691 2.238 0.001
H 1.29384 -1.43853 3.42023 -1.196 -0.429 0.780 0.000
H 3.14622 0.99424 4.18222 -0.144 0.064 -1.141 0.001
H 2.17990 2.03465 3.14847 -0.926 0.638 0.025 0.003
H 4.87859 0.96437 2.36097 0.004 0.227 -0.293 0.000
H 4.24368 2.66112 2.72673 0.593 -0.604 -0.863 0.000
S -0.85860 0.36535 2.60048 0.144 0.318 -0.142 0.369
C -1.90743 1.39699 1.75143 -0.931 -0.402 -0.179 0.100
C -3.27768 1.01549 1.66790 -0.925 -1.487 2.886 0.023
C -4.19853 1.50221 0.80482 1.419 0.997 -0.603 0.020
C -5.46757 0.90282 0.57881 -1.482 0.191 0.776 0.001
N -6.57230 0.56651 0.51956 0.963 -0.090 -0.219 0.006
C -3.76882 2.65299 0.02617 -0.613 -1.559 0.214 0.035
C -2.50330 3.12632 0.12389 -0.241 -0.294 0.361 0.007
C -1.52176 2.48425 0.94642 -0.118 0.065 -1.040 0.111
S 0.09190 2.83290 0.62783 1.238 0.684 -0.160 0.281
C -4.70683 2.99186 -0.98476 1.695 0.324 1.312 0.005
N -5.50864 3.06221 -1.77618 -1.835 0.400 -1.995 0.017
H -3.63408 0.33103 2.50000 0.540 0.332 -1.512 0.000
H -2.23881 3.88881 -0.56972 0.525 0.603 -0.153 0.000
C -1.33644 -3.01577 -1.85845 -0.453 -0.101 -0.972 0.000
N -1.60410 -1.97528 -0.83037 0.518 -0.930 -0.354 0.002
C -1.60160 -2.33674 0.59339 -1.132 0.162 -0.025 0.006
C -1.39200 -0.69763 -1.31179 -1.467 0.587 -0.943 0.011
N -0.42502 0.07302 -0.91514 0.558 -0.099 0.719 0.049
N -2.29415 -0.30462 -2.29192 1.549 -1.042 0.770 0.008
C -3.56298 -1.00877 -2.46770 -0.796 0.742 -1.407 0.001
C -2.01424 0.88134 -3.09900 0.127 -1.316 0.273 0.001
H -0.84420 -3.92684 -1.50195 -0.223 0.342 0.557 0.000
H -0.68125 -2.66948 -2.68073 -0.075 0.328 0.583 0.000
H -2.24393 -3.33339 -2.42066 0.269 0.081 0.664 0.000
H -2.42848 -1.78658 1.13931 1.265 -0.208 -0.556 0.002
H -0.62232 -2.24675 1.07335 -0.314 0.118 0.055 0.003
H -1.94902 -3.37330 0.65768 0.317 0.038 -0.127 0.000
H -0.37593 0.96176 -1.39315 -0.340 0.052 -0.158 0.005
H -3.70283 -1.50774 -3.45659 0.617 0.527 0.274 0.000
H -4.34769 -0.18800 -2.47405 0.432 -1.374 0.633 0.000
H -3.63752 -1.85201 -1.78039 -0.443 0.830 0.443 0.000
H -1.81509 1.70528 -2.43823 0.334 0.628 -0.048 0.000
H -2.90638 1.07037 -3.62285 -1.159 0.581 -0.655 0.000
H -1.25896 0.69466 -3.87679 0.166 0.184 0.532 0.000

Entry 2:
55
Properties=species:S:1:pos:R:3:forces:R:3:mulliken_charge:R:1 method="wB97M-V/def2-TZVPD" spin_multiplicity=1 lumo_ev=0.780 smiles=CNC[C@@H](C)NC[C@@H](Cc1ccccc1)NCCc1ccccc1 molar_mass_g_mol=325.50 gap_ha=0.3227 energy_ha=-983.0526 total_charge=0 de_lowest_kcal_mol=8.26
C -2.51327 -4.11626 -0.75149 -0.011 0.073 -0.031 -0.865
N -1.20113 -3.58754 -0.44582 0.236 0.083 -0.316 -0.316
C -1.12764 -2.81416 0.77839 -0.139 0.225 -0.093 -1.097
C -1.80203 -1.41573 0.77257 -0.012 -0.254 0.334 0.462
C -2.25450 -1.04050 2.18223 -0.057 -0.009 -0.359 -1.722
N -0.95433 -0.34434 0.28465 0.240 0.066 0.030 0.167
C -0.57039 -0.37514 -1.10932 0.364 0.140 -0.109 -1.506
C -0.18840 1.04370 -1.60266 -0.275 -0.058 -0.238 -0.215
C -1.45539 1.85758 -1.95649 0.266 -0.205 -0.031 -1.820
C -2.46852 1.90047 -0.85095 -0.169 0.153 -0.137 0.536
C -3.59073 1.08247 -0.88271 0.008 0.052 -0.045 -0.188
C -4.52261 1.11414 0.13924 -0.089 -0.060 0.058 -0.575
C -4.34795 1.97201 1.21095 -0.100 -0.010 0.090 -0.556
C -3.24289 2.80604 1.24459 0.025 0.048 0.088 -0.738
C -2.31566 2.77409 0.21929 -0.054 0.063 -0.017 -0.248
N 0.61352 1.82367 -0.68696 -0.145 0.042 0.197 -0.157
C 2.03075 1.57388 -0.61266 0.120 -0.077 0.215 -0.770
C 2.48870 0.36665 0.23964 -0.044 0.269 -0.279 -0.057
C 3.98581 0.29969 0.26224 -0.019 -0.098 0.095 0.023
C 4.67515 -0.44935 -0.68323 -0.040 0.019 0.018 -0.251
C 6.05804 -0.47662 -0.69126 0.085 -0.032 -0.072 -0.649
C 6.77222 0.24966 0.24617 0.103 -0.003 -0.003 -0.395
C 6.09525 1.00210 1.19075 0.084 0.063 0.054 -0.636
C 4.71242 1.02735 1.19679 -0.033 -0.022 -0.029 -0.317
H -3.28935 -3.35244 -0.90785 -0.037 -0.047 0.021 0.251
H -2.82819 -4.75725 0.07239 -0.080 -0.065 -0.024 0.305
H -2.44079 -4.72201 -1.65378 -0.114 -0.050 -0.001 0.352
H -0.85748 -3.04294 -1.22955 0.014 -0.100 0.110 0.292
H -1.57644 -3.42647 1.56531 0.047 -0.002 0.055 0.434
H -0.06564 -2.68880 1.02126 -0.068 0.067 0.155 0.243
H -2.68251 -1.44176 0.12021 0.030 -0.039 0.024 0.347
H -1.41251 -1.07717 2.87093 0.124 -0.022 0.155 0.351
H -3.02098 -1.72630 2.53289 -0.056 -0.104 0.118 0.455
H -2.65840 -0.03160 2.17603 -0.020 0.061 0.046 0.278
H -0.13175 -0.27490 0.87483 -0.015 -0.019 -0.026 0.334
H -1.42780 -0.71817 -1.69359 -0.013 -0.083 -0.026 0.746
H 0.26938 -1.06330 -1.31317 -0.138 0.001 -0.050 0.526
H 0.39460 0.93432 -2.52643 -0.059 0.030 0.082 0.651
H -1.12942 2.87113 -2.19590 -0.009 -0.042 -0.072 0.458
H -1.90648 1.41887 -2.84869 -0.058 0.014 -0.027 0.513
H -3.74453 0.41830 -1.72258 0.009 -0.063 -0.101 0.410
H -5.38955 0.46981 0.09934 -0.068 -0.048 -0.012 0.387
H -5.07362 1.99708 2.01110 -0.055 0.009 0.052 0.383
H -3.10756 3.48812 2.07216 0.010 0.056 0.050 0.399
H -1.46540 3.43986 0.24058 0.095 0.088 -0.013 0.482
H 0.18211 1.82546 0.22990 0.007 0.065 0.015 0.340
H 2.49530 2.47316 -0.19136 0.128 -0.110 -0.103 0.391
H 2.40851 1.45326 -1.63225 0.064 0.059 0.049 0.327
H 2.10512 0.49056 1.25623 -0.041 -0.054 0.012 0.334
H 2.08729 -0.55660 -0.18046 -0.069 -0.046 0.064 0.021
H 4.12245 -1.02008 -1.41665 -0.073 -0.067 -0.065 0.387
H 6.58004 -1.06693 -1.43046 0.040 -0.045 -0.051 0.373
H 7.85199 0.22817 0.24157 0.081 -0.005 0.003 0.374
H 6.64670 1.57022 1.92593 0.042 0.039 0.055 0.378
H 4.18845 1.61451 1.93811 -0.066 0.054 0.084 0.371

Entry 3:
57
Properties=species:S:1:pos:R:3:forces:R:3:mulliken_charge:R:1 method="wB97M-V/def2-TZVPD" spin_multiplicity=1 lumo_ev=-4.402 molar_mass_g_mol=355.51 gap_ha=0.1943 energy_ha=-1112.7743 total_charge=+1 de_lowest_kcal_mol=14.02
C -4.04491 2.07381 -0.52042 -0.297 0.098 -1.037 -0.734
N -3.88376 2.06474 0.92218 0.093 -0.181 1.024 0.107
C -4.87588 2.60496 1.72302 0.539 -0.218 -0.314 -0.452
C -4.42998 2.58064 2.99532 0.783 -0.289 -0.105 -0.504
N -3.16081 2.02520 2.97662 -0.687 0.016 -0.801 0.130
C -2.37017 1.89645 4.18886 0.396 -0.180 0.838 -0.865
C -2.83414 1.67223 1.70605 -1.601 1.463 0.726 0.202
C -1.51628 1.17169 1.28232 3.427 -1.054 0.682 -0.024
C -1.39381 0.58768 -0.05593 0.161 -0.173 0.274 0.094
C -0.25643 0.80744 -0.76660 -1.032 1.217 -0.119 -1.214
C -0.23667 0.77598 -2.22747 0.079 -0.517 -0.846 0.686
C 0.47702 1.75724 -2.95180 -0.010 -0.326 0.400 -0.258
C 0.48264 1.74299 -4.34473 -0.219 -0.256 -0.090 -0.659
C -0.17984 0.71818 -5.03990 0.086 0.041 0.472 -0.427
C -0.90433 -0.24560 -4.32926 -0.076 0.122 0.268 -0.941
C -0.98069 -0.18484 -2.93672 0.245 0.115 -0.081 -0.123
O -0.51857 1.28217 2.03391 -2.415 0.198 -1.282 -0.723
H -3.25801 1.52288 -1.03025 -0.185 0.206 0.188 0.300
H -5.01680 1.62603 -0.77064 0.336 0.081 0.123 0.369
H -4.04024 3.10853 -0.89391 0.054 -0.302 0.256 0.356
H -5.80042 2.97756 1.31668 0.053 -0.045 -0.067 0.473
H -4.88855 2.92967 3.90299 0.038 -0.065 0.059 0.478
H -1.39293 1.47680 3.94731 -0.294 0.150 0.111 0.307
H -2.25104 2.89013 4.64288 0.033 -0.288 -0.258 0.367
H -2.90328 1.25771 4.90673 0.145 0.130 -0.308 0.342
H -2.25241 0.02147 -0.43734 0.434 0.529 -0.162 1.055
H 0.60419 1.28666 -0.28888 -0.430 0.074 0.035 0.753
H 1.01309 2.53199 -2.39208 -0.111 -0.293 -0.304 0.402
H 1.01194 2.51937 -4.89836 -0.104 -0.248 0.194 0.402
H -0.12192 0.65937 -6.12608 -0.030 0.080 0.278 0.397
H -1.41234 -1.05912 -4.84535 0.092 0.278 0.015 0.397
H -1.56769 -0.91605 -2.36904 0.253 0.237 -0.433 0.314
C 4.03874 0.19487 -0.22361 0.089 -0.002 -0.054 -1.132
N 3.83609 -0.69660 0.89268 -0.480 0.143 0.154 0.286
C 4.74714 -0.49210 1.98938 0.137 -0.089 0.050 -1.042
C 3.56959 -2.08574 0.56032 -0.221 -0.006 -0.001 -1.425
C 2.08965 -2.41291 0.73895 0.533 -0.201 1.205 0.303
C 1.74737 -3.85996 0.36554 0.148 0.389 -0.192 -0.735
C 0.31297 -3.77720 -0.16758 -0.198 0.017 0.267 -0.752
C 0.05889 -2.28440 -0.45499 -0.680 -0.149 -0.335 0.245
N 1.25657 -1.58369 -0.08325 0.351 0.240 -0.757 0.001
H 3.17644 0.13949 -0.90174 0.251 0.043 0.085 0.294
H 4.13294 1.21630 0.16922 -0.045 -0.155 -0.231 0.369
H 4.95315 -0.03953 -0.80075 -0.105 0.081 0.014 0.328
H 4.40011 -1.08066 2.84883 0.176 0.249 -0.086 0.337
H 5.78396 -0.79723 1.75496 -0.072 0.056 0.067 0.349
H 4.75221 0.57264 2.25035 0.042 -0.232 0.112 0.293
H 3.83097 -2.29394 -0.49265 0.129 -0.062 0.301 0.452
H 4.13468 -2.74473 1.23965 0.046 0.116 -0.386 0.403
H 1.85316 -2.23417 1.81245 0.111 -0.204 -0.226 0.212
H 2.43083 -4.19917 -0.42096 -0.059 -0.007 0.115 0.361
H 1.85486 -4.52163 1.22925 -0.026 0.031 -0.210 0.358
H 0.17410 -4.38316 -1.06436 -0.067 -0.012 0.165 0.311
H -0.38814 -4.11136 0.60145 0.014 -0.131 -0.186 0.266
H -0.15414 -2.12593 -1.51744 0.042 -0.122 0.115 -0.082
H -0.82709 -1.92136 0.09080 0.072 -0.233 0.049 -0.099
H 1.13800 -0.64179 0.26343 0.055 -0.362 0.227 0.093

Entry 4:
60
Properties=species:S:1:pos:R:3:forces:R:3:mulliken_charge:R:1 method="wB97M-V/def2-TZVPD" spin_multiplicity=1 lumo_ev=-2.556 smiles=CCCCc1ccc([NH2+]c2nc(N3CCOCC3)nc(N3CCOCC3)n2)cc1 molar_mass_g_mol=399.52 gap_ha=0.3343 energy_ha=-1297.6360 total_charge=+1 de_lowest_kcal_mol=3.55
C -5.42602 -2.05766 1.11143 0.173 0.178 0.105 -1.480
C -4.93294 -0.63575 1.34971 -0.261 -0.096 -0.221 0.328
C -5.83259 0.38725 0.66044 0.254 0.061 0.308 -0.655
C -5.38341 1.83354 0.91683 -0.234 -0.186 -0.144 -1.306
C -4.00241 2.07761 0.39408 0.107 0.106 0.007 0.468
C -2.92956 2.27554 1.25787 0.033 0.005 -0.151 -0.637
C -1.64692 2.45632 0.77225 0.234 0.058 -0.201 -0.401
C -1.43613 2.43728 -0.59531 -0.782 0.168 0.236 0.337
N -0.06803 2.55546 -1.11382 0.069 -0.174 0.039 0.336
C 0.71385 1.30633 -0.86010 0.566 -0.865 0.097 0.206
N 0.07824 0.20285 -1.10081 -0.287 0.323 -0.147 -0.440
C 0.82008 -0.91188 -0.81920 0.193 0.607 -0.113 0.429
N 0.25195 -2.08951 -1.02305 -0.025 -0.007 -0.023 -0.025
C -1.14606 -2.24029 -1.36217 -0.593 -0.142 0.160 -0.656
C -1.85187 -2.96152 -0.20414 -0.038 0.264 -0.294 -0.325
O -1.23012 -4.18910 0.07857 -0.095 -0.173 -0.007 -0.415
C 0.11925 -4.01871 0.43744 0.362 0.063 -0.142 -0.543
C 0.90587 -3.33703 -0.69121 0.090 -0.472 0.362 -0.591
N 2.07566 -0.85188 -0.38085 0.193 -0.267 0.070 -0.307
C 2.60576 0.35328 -0.19605 -0.446 0.018 -0.117 0.292
N 3.85356 0.44825 0.23314 -0.056 0.026 -0.026 0.192
C 4.51757 1.72280 0.42294 0.370 0.423 0.056 -0.458
C 6.00788 1.54152 0.14672 -0.128 0.197 -0.159 -0.563
O 6.61170 0.62031 1.02919 0.103 0.002 0.024 -0.355
C 5.74046 -0.38468 1.50356 -0.176 -0.194 0.079 -0.669
C 4.64779 -0.73705 0.49903 0.354 -0.359 0.163 -0.368
N 1.91778 1.51722 -0.41678 -0.112 0.601 -0.018 -0.507
C -2.48515 2.24610 -1.47721 0.267 0.086 0.016 -0.676
C -3.76262 2.07570 -0.97753 0.095 0.017 0.115 -0.636
H -4.77385 -2.77830 1.59810 0.016 -0.148 0.023 0.378
H -5.45326 -2.27988 0.04677 -0.031 -0.078 -0.123 0.322
H -6.42965 -2.18262 1.50975 -0.114 -0.079 0.018 0.420
H -3.91135 -0.53427 0.97191 0.053 0.020 0.079 -0.097
H -4.91331 -0.43554 2.42287 0.092 0.064 0.061 0.246
H -5.84131 0.19127 -0.41338 -0.082 -0.012 -0.079 0.368
H -6.85339 0.27201 1.02713 -0.068 -0.019 -0.073 0.418
H -6.08267 2.50926 0.42026 0.004 0.081 0.083 0.371
H -5.41620 2.03549 1.98787 -0.025 0.070 0.009 0.380
H -3.09717 2.28550 2.32359 -0.020 0.008 0.119 0.361
H -0.81964 2.60343 1.45042 0.117 0.006 0.127 0.445
H 0.46172 3.31621 -0.66733 -0.129 -0.116 -0.190 0.466
H -0.10933 2.72168 -2.12645 0.107 0.039 0.209 0.445
H -1.58320 -1.25833 -1.53506 -0.021 -0.162 -0.036 0.398
H -1.22069 -2.85065 -2.26724 -0.020 0.069 0.022 0.269
H -2.88379 -3.19304 -0.46893 0.020 0.103 0.020 0.269
H -1.83995 -2.31411 0.68708 -0.029 -0.026 -0.046 0.285
H 0.51389 -5.01637 0.63112 0.052 0.099 0.025 0.374
H 0.19476 -3.41149 1.35274 0.009 -0.054 -0.045 0.313
H 1.93112 -3.13069 -0.39034 -0.091 -0.115 -0.059 0.356
H 0.89640 -3.97855 -1.57751 0.048 0.036 0.044 0.276
H 4.36955 2.07373 1.45074 -0.008 0.050 -0.097 0.168
H 4.08578 2.45441 -0.26077 0.137 -0.033 0.116 0.461
H 6.14516 1.20880 -0.89319 -0.017 0.083 0.097 0.290
H 6.53655 2.48847 0.27893 -0.131 -0.053 -0.087 0.353
H 6.36220 -1.25936 1.70690 -0.168 0.032 0.006 0.371
H 5.27651 -0.06221 2.44776 0.047 -0.081 -0.087 0.301
H 3.99454 -1.51583 0.89507 0.157 0.033 -0.017 0.382
H 5.09549 -1.10192 -0.43220 -0.055 -0.049 0.070 0.236
H -2.31074 2.22802 -2.54281 0.018 -0.014 -0.159 0.335
H -4.58451 1.93674 -1.66229 -0.098 -0.020 -0.102 0.463